This record from the Open Molecules 2025 dataset describes 8 unconnected molecules or ions with the total composition C41H72FN10O16P2 at a distorted geometry. The level of theory is the ωB97M-V functional and the def2-TZVPD basis.

Cartesian coordinates (Å):
H  2.791  -2.579  4.304
H  4.009  -0.738  -1.791
H  2.261  -2.865  -4.270
H  -4.160  2.208  3.339
O  5.001  -4.049  0.723
H  -4.021  6.770  3.427
N  6.749  -6.489  3.507
H  4.709  6.061  -1.114
C  6.030  -7.278  4.485
H  6.091  6.919  -0.415
H  5.532  -2.306  1.626
H  -1.403  -8.518  1.369
C  -2.445  -8.304  1.123
H  2.072  -1.459  -6.429
H  -8.706  1.551  -2.082
C  6.482  -6.672  2.090
C  -1.442  5.473  -0.082
H  3.628  9.271  1.110
H  -2.652  -5.385  -3.586
C  -2.274  3.992  -1.722
H  5.714  -7.427  1.946
H  -2.687  3.412  0.698
C  2.923  -1.619  1.963
H  -8.699  4.863  -2.438
O  -1.265  0.583  -5.738
H  -0.434  -2.156  -2.326
C  -3.314  -8.570  -1.157
C  -0.383  5.610  1.003
N  -1.432  -3.858  -2.922
C  -1.114  -1.008  0.097
O  -3.570  -0.149  2.364
P  -4.060  1.100  1.496
O  4.617  0.753  4.059
H  -3.261  4.278  -1.326
H  4.747  8.420  2.177
H  0.048  -2.353  -5.266
O  -7.055  5.361  -1.347
C  -4.885  6.109  3.496
O  -5.015  0.786  0.435
H  7.399  -6.982  1.584
C  -2.289  2.518  -2.009
H  -7.184  3.553  0.676
O  2.515  6.867  1.826
H  -6.278  6.830  5.808
H  -4.092  4.387  6.284
H  -2.443  5.455  0.366
H  6.220  -8.342  4.332
C  -2.410  0.310  -5.083
H  4.191  0.602  2.077
F  -2.329  2.933  -4.307
C  -6.149  5.762  5.632
C  7.540  -4.083  -0.413
H  -3.814  -9.456  -0.733
H  6.354  -7.006  5.488
C  -2.319  2.056  -3.313
N  7.038  -3.054  0.483
H  0.064  -0.198  -7.085
H  7.398  -1.281  1.526
C  5.792  -3.146  0.960
P  -2.240  2.087  0.731
C  0.282  -1.286  -5.227
C  -2.307  0.287  -1.303
H  -7.035  5.378  5.125
N  -4.965  5.524  4.825
H  -1.382  6.325  -0.765
C  -2.358  0.705  -3.629
H  8.802  -2.344  1.352
H  -1.310  -6.258  0.080
C  4.504  8.622  1.134
H  5.342  9.126  0.658
O  -4.695  2.157  2.526
H  -4.529  -1.562  -3.467
H  8.221  -1.404  -0.041
H  4.956  -7.097  4.403
H  4.968  7.773  -1.491
H  -0.853  6.067  1.877
N  -0.104  -1.444  0.428
C  -7.940  4.595  -1.685
N  -2.275  1.597  -1.016
C  -3.669  -2.198  -3.306
H  -0.006  -0.908  -4.244
C  -3.937  4.783  5.267
C  2.599  -1.837  -4.407
H  -7.348  1.879  0.095
H  -2.656  -0.067  2.679
H  4.315  -1.857  4.867
H  3.097  5.681  0.277
C  -2.358  -0.223  -2.582
H  8.562  -3.845  -0.693
C  7.915  -1.958  0.849
H  0.011  4.650  1.333
C  -9.134  2.454  -1.643
N  4.229  7.379  0.431
C  -1.866  -6.717  -0.734
H  -2.589  -6.005  -1.133
H  -5.790  6.674  3.295
C  1.776  -1.097  -5.440
H  -9.748  2.950  -2.391
O  -2.922  4.554  4.628
H  -4.778  5.324  2.745
H  -4.652  -4.013  -3.919
H  1.846  -1.738  2.073
C  -2.598  -4.322  -3.366
O  -1.221  4.270  -0.840
H  -2.153  4.531  -2.664
H  3.650  -1.883  -4.694
C  -2.451  -1.680  -2.856
O  3.979  0.454  -3.401
H  -3.035  -9.202  1.294
H  2.044  -0.039  -5.414
H  3.373  -2.601  1.814
H  2.794  -1.004  5.132
H  -1.179  -6.986  -1.537
H  6.148  -5.728  1.665
H  7.818  -5.488  4.942
N  -2.565  -7.896  -0.261
C  4.133  0.187  3.099
C  3.555  -0.453  -2.750
H  -2.808  -7.516  1.786
C  7.668  -5.570  3.852
O  -2.315  -0.566  -0.210
H  -1.290  -1.249  -6.734
H  0.421  6.281  0.722
H  -6.048  5.259  6.591
C  -0.576  -0.558  -6.283
O  -3.398  -0.130  -5.581
C  3.335  -1.647  4.437
O  -3.444  -8.238  -2.320
H  -6.120  2.951  -0.599
H  -9.770  2.168  -0.803
C  3.224  6.604  0.871
N  3.480  -0.990  3.150
C  5.045  7.014  -0.710
O  2.490  -1.215  -3.098
H  7.523  -5.053  0.080
C  -1.384  -2.553  -2.676
H  3.120  -1.000  1.089
C  -7.132  2.901  -0.198
N  -8.083  3.348  -1.200
O  8.278  -4.878  3.056
H  6.919  -4.139  -1.308
C  -3.741  -3.556  -3.564

The electronic energy is -112634.3178 eV. Its LUMO energy is -4.4 eV. Its net charge is +1. As for the energy above the lowest of the compared OMol25 structures with the same formula, charge and spin: 0.0 kJ/mol. The value obtained for the frontier orbital gap is 5.979 eV. The spin multiplicity is 1. Its molar mass is 1042.0 g/mol.

These are the Mulliken partial charges, in e, on atoms 1 to 6: 0.415, 0.374, 0.407, 0.301, -0.719, 0.309

This record from the Open Molecules 2025 dataset describes a molecular structure, C41H73BaNO7P3Si3 at a distorted geometry. The level of theory is the ωB97M-V functional and the def2-TZVPD basis.

Cartesian coordinates (Å):
H  2.688  4.618  0.256
H  1.016  6.187  0.145
C  4.080  -0.961  -5.997
H  -4.130  -0.170  3.420
C  2.455  2.046  -2.194
C  -3.438  -1.513  -5.005
H  -3.596  2.736  4.187
H  3.598  0.493  0.357
H  3.519  1.824  -2.091
C  -2.355  4.579  -2.157
H  -1.572  -3.814  0.479
C  1.205  -6.030  -3.987
C  0.994  -5.350  -2.806
H  0.556  -2.360  -1.410
C  -0.960  2.225  -3.329
Ba  -0.893  0.187  0.909
C  -2.227  -1.430  -4.336
H  -0.014  1.746  -3.571
H  3.072  -3.200  2.671
H  3.263  -3.886  4.295
Si  1.663  2.443  -0.517
H  0.936  -5.897  -1.871
C  -1.681  -4.626  1.197
C  2.513  0.493  -7.079
C  2.621  0.027  0.208
P  -0.212  -1.913  2.437
P  0.525  -1.450  -4.024
H  -4.271  1.188  6.025
H  -0.557  6.327  -0.623
H  1.266  -3.406  -6.092
H  4.568  0.314  -7.657
O  -0.355  0.366  4.993
C  2.934  3.562  0.369
C  -3.264  1.174  5.612
H  3.947  3.422  -0.014
H  0.635  -3.936  -0.754
C  -0.109  3.047  -0.514
H  -1.561  1.504  -2.772
H  -2.274  -2.084  -8.127
C  -1.858  -5.226  3.639
C  -2.347  4.285  1.261
C  0.869  -3.954  -2.775
H  1.804  -4.225  3.355
C  1.896  -2.244  4.210
H  -0.712  1.602  7.359
H  1.066  4.532  -3.831
H  2.041  1.116  4.089
O  0.169  1.014  2.568
P  -0.860  0.598  3.520
H  0.137  5.874  -3.187
H  -1.881  -4.829  4.654
O  -0.520  -3.378  2.959
H  -4.225  1.205  2.280
C  3.083  -1.388  -5.136
C  -1.731  -4.104  2.625
H  0.122  2.396  5.157
C  -0.056  6.063  0.309
H  0.509  0.446  -6.343
H  1.305  -7.107  -3.987
H  1.789  -2.934  6.241
H  2.953  3.347  1.440
C  -2.268  -1.899  -7.060
C  -1.023  -1.573  -5.021
C  0.436  4.100  2.514
H  2.284  1.247  -7.822
H  0.625  0.453  7.465
H  -0.138  -1.937  -6.948
H  0.872  3.107  2.591
H  0.951  2.194  7.497
H  -2.370  5.466  -1.524
H  -2.880  0.153  5.661
O  1.080  -1.522  3.224
C  -3.295  1.688  4.183
C  -3.461  -1.740  -6.372
C  1.944  1.270  5.161
H  -0.250  4.235  3.354
H  2.668  -1.511  4.446
C  1.313  -5.329  -5.179
H  -2.590  -3.427  2.735
H  -1.470  2.484  -4.258
H  -2.560  3.560  2.051
C  -1.608  -0.916  2.963
H  0.377  -3.352  5.264
H  -2.938  4.012  0.388
C  1.162  -3.956  -5.167
H  -4.403  -1.787  -6.902
H  -5.295  1.117  3.678
H  -2.630  1.807  6.231
H  2.379  0.417  5.682
H  2.472  -0.722  0.989
H  0.598  -1.692  5.843
H  -2.595  -5.173  0.973
H  1.397  5.125  -2.207
H  -2.682  5.262  1.614
O  -0.054  -1.797  0.981
C  1.509  0.052  -6.230
C  -4.286  0.907  3.329
C  -1.056  -1.818  -6.391
C  0.601  4.922  -2.923
H  -2.229  -0.706  2.117
H  -2.206  -1.225  -3.269
C  0.486  1.444  5.558
O  -1.982  1.722  3.562
C  0.320  1.420  7.064
H  2.357  2.847  -2.924
H  1.510  -5.844  -6.109
H  5.082  -1.358  -5.904
O  1.571  0.974  0.277
H  -2.180  -1.425  3.740
Si  -0.483  4.281  0.853
H  -3.116  3.883  -1.796
H  1.968  1.158  -2.595
H  -0.829  -5.299  1.092
C  0.906  -3.252  -3.991
H  1.245  4.821  2.629
H  -1.003  -5.898  3.556
C  1.111  -2.575  5.469
H  2.603  -0.479  -0.763
H  -0.356  6.794  1.065
C  1.778  -0.911  -5.259
H  2.497  2.170  5.425
H  -2.771  -5.790  3.462
Si  -0.672  3.698  -2.187
H  3.308  -2.122  -4.371
H  -4.370  -1.391  -4.467
C  2.548  -3.467  3.589
H  -2.640  4.883  -3.165
N  0.798  -3.333  -1.539
C  3.797  -0.017  -6.974

The electronic energy is -111717.3245 eV. Its LUMO energy is -3.1 eV. Its net charge is +1. As for the energy above the lowest of the compared OMol25 structures with the same formula, charge and spin: 816.2 kJ/mol. The value obtained for the frontier orbital gap is 5.296 eV. The spin multiplicity is 1. Its molar mass is 1006.5 g/mol.

These are the Mulliken partial charges, in e, on atoms 1 to 6: 0.171, 0.291, -0.687, 0.232, -1.026, -0.647

This record from the Open Molecules 2025 dataset describes 8 unconnected molecules or ions with the total composition C41H73NO11S at a distorted geometry. The level of theory is the ωB97M-V functional and the def2-TZVPD basis.

Cartesian coordinates (Å):
C  -4.231  -4.396  -3.062
H  -4.785  1.615  -1.810
C  2.745  0.676  5.079
C  -0.336  0.940  1.154
H  -3.331  -5.017  -3.128
H  -7.173  5.240  -1.020
H  -5.929  -6.036  -0.962
O  -4.828  1.297  1.078
H  -10.074  -9.914  -2.805
C  5.942  -1.976  1.215
H  3.158  7.559  2.041
H  4.123  3.487  4.658
H  7.656  -0.805  3.594
O  -5.344  -5.261  -2.793
H  1.780  1.162  1.763
H  10.844  -6.941  -2.660
H  2.570  0.692  6.161
H  -5.062  -3.657  0.079
C  4.949  1.471  4.820
C  -4.789  6.622  -0.905
H  7.429  -4.621  -2.116
C  -2.686  2.343  -3.126
H  -6.120  -8.626  -3.032
H  -6.540  7.210  0.266
N  -2.699  0.728  0.433
H  8.377  -6.601  -3.749
H  -3.901  -4.914  -0.373
H  5.159  -1.647  0.529
C  -6.021  5.853  -2.733
C  -3.056  2.976  -1.707
C  9.963  -6.038  -0.873
C  -7.900  -9.837  -2.597
C  -1.684  1.553  1.029
H  -6.144  4.846  -3.139
H  -2.146  3.042  -1.063
O  2.247  6.172  3.282
C  -9.300  -9.320  -2.314
C  -0.734  3.670  2.063
H  -4.573  5.861  -0.147
H  2.574  7.762  6.158
C  3.438  8.025  4.156
C  -4.300  2.268  -1.028
H  0.893  6.878  4.657
C  -0.167  3.156  -2.900
H  -9.506  -9.299  -1.238
C  9.879  -6.832  -2.164
H  -1.298  2.769  -4.779
H  -6.719  -4.524  -1.459
C  0.581  3.073  2.139
H  4.495  -0.587  5.436
C  -8.015  -7.538  -3.101
H  -4.800  -2.566  -2.084
H  -1.832  4.265  -3.899
H  -3.134  -3.045  -1.737
H  -3.359  4.040  -1.928
H  -4.379  -3.896  -4.021
O  2.655  2.024  4.599
C  -6.991  6.148  -1.603
C  1.853  6.351  4.650
H  1.112  1.870  -1.694
H  -5.046  3.045  -0.736
H  1.484  3.604  2.518
H  -6.131  6.573  -3.550
H  -0.829  4.722  2.425
H  9.218  -1.408  1.428
C  8.868  -6.030  -2.960
H  0.813  1.140  -3.301
C  4.145  0.188  4.753
O  -1.372  0.248  -4.174
C  7.440  -0.757  2.525
H  8.370  -2.687  2.309
C  -4.144  -3.421  -1.903
C  -1.489  3.200  -3.755
O  -4.700  5.997  -2.193
H  7.493  -2.998  0.060
H  7.403  -1.247  -0.188
H  -7.917  -7.492  -4.190
C  3.338  7.055  2.992
H  1.968  0.068  4.611
C  0.315  1.721  -2.481
H  4.034  2.531  3.163
C  8.234  -1.773  1.723
H  0.650  3.577  -3.558
H  -0.209  -0.120  0.813
H  2.763  8.871  3.998
C  -3.955  1.411  0.238
H  -4.040  7.411  -0.828
C  -5.767  -5.066  -1.438
C  -1.876  2.913  1.508
S  -1.968  0.654  -2.893
H  -7.586  -10.618  -1.903
H  4.246  6.449  2.900
H  7.633  0.264  2.176
H  -3.584  2.311  -3.794
C  2.939  7.179  5.313
O  8.678  -5.433  -0.674
H  -0.238  3.860  -2.030
H  5.178  1.712  5.863
H  9.484  -7.832  -1.963
H  10.211  -6.662  -0.012
C  -6.208  7.145  -0.770
H  7.130  -6.319  -1.694
O  6.053  -1.044  2.301
H  -6.283  8.141  -1.217
H  10.705  -5.235  -0.947
H  4.174  -0.214  3.738
H  1.719  5.377  5.123
C  -4.685  -4.251  -0.754
C  7.909  -5.571  -1.877
C  7.307  -2.045  0.555
C  0.796  1.672  1.700
H  -6.871  -8.330  -1.458
H  9.358  -5.166  -3.418
C  -7.073  -8.568  -2.507
H  4.446  8.415  4.300
H  -7.951  6.526  -1.954
H  5.654  -2.946  1.634
H  -7.854  -6.539  -2.696
O  -9.348  -7.973  -2.797
O  -2.933  -0.308  -2.393
H  -2.876  3.410  1.441
H  5.887  1.431  4.266
O  -0.696  0.892  -1.866
C  3.969  2.483  4.256
H  -7.849  -10.242  -3.612
H  3.742  6.526  5.669
H  -2.809  -0.172  0.899

The electronic energy is -78543.9133 eV. Its LUMO energy is 0.6 eV. Its net charge is 0. The value obtained for the frontier orbital gap is 8.658 eV. The spin multiplicity is 1. The structure (SMILES) is O=C(CC[C@H]1CCCOS1(=O)=O)Nc1ccccc1.C1CCOC1.C1CCOC1.C1CCOC1.C1CCOC1.C1CCOC1.C1CCOC1.C1CCOC1. Its molar mass is 788.1 g/mol.

These are the Mulliken partial charges, in e, on atoms 1 to 6: -0.584, 0.411, -0.503, -0.637, 0.279, 0.259